1.
{"formula": "C22H23N10O2RhS", "method": "the ωB97M-V functional and the def2-TZVPD basis", "homo_ev": [-13.35, -13.35], "homo_lumo_gap_ha": [0.220, 0.222], "total_charge": 2, "species": ["Rh", "N", "N", "C", "N", "N", "N", "O", "O", "H", "H", "H", "H", "H", "C", "C", "C", "C", "C", "C", "N", "N", "C", "C", "C", "C", "C", "C", "H", "H", "H", "H", "H", "H", "H", "H", "H", "C", "N", "C", "C", "N", "C", "S", "C", "C", "C", "C", "C", "N", "H", "H", "H", "H", "H", "H", "H", "H", "H"], "xyz": [[0.330799, -0.084245, 0.511634], [3.099560, -1.240961, -0.185656], [3.640767, -1.862576, 0.946489], [2.903745, -2.003152, 2.055900], [3.383009, -2.636606, 3.114417], [1.677969, -1.472130, 1.975927], [0.710985, -1.665364, 2.847527], [0.868449, -2.270979, 3.879834], [-0.373729, -1.195059, 2.482775], [2.942180, -1.925329, -0.925387], [3.737892, -0.525131, -0.527303], [4.584279, -2.239260, 0.918770], [4.312353, -3.024188, 3.142889], [2.783346, -2.766168, 3.925507], [1.835033, 0.978887, -4.866297], [2.297448, 2.088445, -4.160649], [2.161708, 2.161429, -2.797374], [1.543139, 1.101225, -2.085794], [1.106708, -0.030764, -2.811599], [1.236427, -0.076815, -4.177962], [1.369636, 1.178916, -0.749803], [1.820287, 2.252588, -0.116669], [1.407720, 2.431436, 1.125145], [1.817084, 3.548762, 1.897306], [1.279239, 3.767248, 3.136735], [0.348030, 2.879129, 3.687708], [-0.023377, 1.734187, 2.982383], [0.498564, 1.495858, 1.741100], [1.968376, 0.934822, -5.934840], [2.780307, 2.893652, -4.689298], [2.518759, 3.009489, -2.236392], [0.665290, -0.861979, -2.282381], [0.888913, -0.939186, -4.724302], [2.537700, 4.224789, 1.463151], [1.553067, 4.649273, 3.697299], [-0.084227, 3.078447, 4.654152], [-0.722959, 1.042384, 3.432849], [-2.049626, -4.593832, -0.286131], [-2.743550, -3.337755, -0.379254], [-4.092240, -3.164233, -0.417178], [-4.333994, -1.833934, -0.458811], [-3.122237, -1.166366, -0.456169], [-2.145615, -2.126546, -0.405042], [-0.459857, -2.053341, -0.451173], [-2.999709, 0.240280, -0.485810], [-4.151965, 1.030151, -0.531750], [-4.034565, 2.406617, -0.587192], [-2.767380, 2.965387, -0.638953], [-1.680601, 2.114114, -0.593561], [-1.778906, 0.785815, -0.491040], [-2.772567, -5.403354, -0.344390], [-1.518462, -4.653869, 0.666243], [-1.326570, -4.690502, -1.096600], [-4.785661, -3.981485, -0.408656], [-5.283680, -1.348502, -0.492666], [-5.134773, 0.596658, -0.522617], [-4.915104, 3.029432, -0.607864], [-2.623539, 4.030784, -0.705449], [-0.683877, 2.523406, -0.653731]], "atomic_forces_ev_per_a": [[-2.2, 0.5, 0.9], [0.3, -0.1, -0.3], [0.4, 0.0, -0.2], [-0.1, -0.2, 0.3], [-0.1, -0.1, 0.2], [-0.4, 1.6, -2.0], [0.2, -0.6, 0.6], [-0.2, -0.1, 0.4], [-0.5, 0.6, -0.4], [0.1, 0.1, 0.2], [-0.1, -0.1, 0.1], [-0.3, 0.1, 0.0], [0.0, 0.0, -0.2], [0.1, 0.1, -0.3], [0.0, -0.1, 0.4], [0.0, -0.2, -0.3], [-0.3, -0.4, 0.7], [0.7, -0.2, -3.2], [0.1, 0.5, 1.0], [0.3, 0.4, -0.6], [0.0, 2.1, 5.2], [-0.2, -2.1, -3.5], [-1.1, -0.2, 3.4], [0.1, -0.3, -1.2], [-0.4, 0.0, 0.7], [0.4, 0.2, -0.7], [-0.4, -0.2, 0.3], [1.7, 0.3, -1.7], [-0.1, 0.0, -0.1], [0.0, 0.1, -0.1], [0.0, 0.1, -0.1], [-0.1, 0.1, 0.0], [0.0, -0.1, 0.0], [0.0, 0.2, 0.0], [0.1, 0.0, 0.0], [0.0, 0.0, 0.2], [0.0, -0.1, 0.0], [0.4, -0.6, 0.1], [0.2, 1.1, 0.0], [-0.8, 0.8, 0.0], [-0.7, -0.9, 0.0], [0.4, -0.8, 0.3], [0.4, 0.0, 0.0], [0.6, -1.5, -0.7], [0.0, 0.4, 0.0], [0.3, -0.1, 0.0], [0.3, -0.1, 0.0], [0.0, -0.2, -0.1], [-0.1, 0.6, -0.1], [1.3, -0.5, 1.0], [0.0, 0.1, 0.0], [0.0, 0.0, -0.1], [-0.1, 0.0, 0.0], [-0.1, -0.1, 0.0], [-0.1, 0.1, 0.0], [-0.1, -0.1, 0.0], [-0.1, 0.0, 0.0], [0.1, 0.1, 0.0], [0.0, 0.0, 0.1]]}

2.
{"formula": "C45H44AsN5O2PbSSi", "method": "the ωB97M-V functional and the def2-TZVPD basis", "homo_ev": -11.91, "homo_lumo_gap_ha": 0.239, "total_charge": 2, "species": ["Pb", "O", "C", "C", "C", "C", "N", "C", "C", "C", "C", "C", "C", "O", "C", "C", "N", "H", "H", "H", "H", "H", "H", "H", "H", "H", "H", "H", "H", "S", "C", "C", "C", "C", "C", "C", "As", "C", "C", "C", "C", "C", "C", "C", "C", "C", "C", "C", "C", "H", "H", "H", "H", "H", "H", "H", "H", "H", "H", "H", "H", "H", "H", "N", "C", "C", "C", "C", "C", "N", "C", "H", "H", "H", "H", "C", "Si", "C", "C", "N", "C", "C", "C", "C", "C", "C", "H", "H", "H", "H", "H", "H", "H", "H", "H", "H", "H", "H", "H", "H"], "xyz": [[0.900920, 0.457652, 0.510432], [5.363965, -1.573667, 5.825000], [4.561534, -2.558183, 5.220945], [3.713387, -1.921534, 4.161528], [2.717455, -2.625316, 3.495034], [1.979980, -1.976711, 2.530109], [2.196870, -0.709162, 2.165302], [3.171009, -0.014774, 2.786660], [3.922380, -0.597399, 3.797011], [3.443825, 1.374831, 2.340265], [4.538992, 2.088705, 2.804885], [4.774722, 3.385599, 2.363050], [5.905945, 4.179195, 2.971400], [6.954812, 3.364939, 3.435279], [3.921815, 3.912179, 1.401103], [2.869323, 3.136768, 0.962208], [2.613534, 1.914986, 1.430287], [5.871071, -1.965465, 6.541971], [3.906534, -3.049186, 5.949671], [5.174601, -3.336073, 4.747512], [2.513977, -3.661093, 3.731395], [1.173548, -2.490950, 2.023523], [4.675075, -0.044900, 4.334349], [5.241674, 1.671399, 3.508981], [5.497063, 4.678804, 3.855192], [6.247157, 4.957096, 2.284304], [7.600550, 3.217993, 2.737158], [4.071727, 4.901273, 0.990160], [2.189995, 3.505705, 0.203678], [0.391799, -1.864134, -1.896024], [-0.552215, -3.366828, -1.632152], [-0.242836, -4.503422, -0.919433], [-1.225064, -5.492561, -0.856819], [-2.459426, -5.328831, -1.470509], [-2.753047, -4.174978, -2.192186], [-1.773565, -3.206723, -2.283132], [-1.537041, -1.420760, -2.991417], [-1.234846, -1.506654, -4.890728], [-0.826592, -2.737091, -5.396711], [-0.503129, -2.845070, -6.739531], [-0.562264, -1.727754, -7.560816], [-0.982404, -0.505294, -7.053034], [-1.329725, -0.390722, -5.717371], [-3.115480, -0.500733, -2.378308], [-3.364073, -0.375154, -1.018056], [-4.617656, 0.051449, -0.608142], [-5.602209, 0.335938, -1.546502], [-5.339974, 0.205888, -2.902885], [-4.090396, -0.220136, -3.329985], [0.713664, -4.630796, -0.429868], [-1.025109, -6.397963, -0.299126], [-3.203950, -6.108727, -1.389737], [-3.718317, -4.037098, -2.663131], [-0.764864, -3.601316, -4.745636], [-0.197973, -3.798917, -7.147046], [-0.284187, -1.810545, -8.602647], [-1.032981, 0.364586, -7.693674], [-1.676791, 0.555685, -5.326088], [-2.602667, -0.609891, -0.281569], [-4.827834, 0.145286, 0.447966], [-6.582267, 0.645861, -1.209794], [-6.110699, 0.421472, -3.630294], [-3.883368, -0.335422, -4.387488], [3.887643, 2.023187, -4.375059], [2.774706, 2.133373, -4.114031], [1.389302, 2.186363, -3.759318], [0.664743, 3.373907, -3.682811], [-0.654840, 3.312139, -3.267158], [-1.209573, 2.079231, -2.967555], [-0.527482, 0.937221, -3.075783], [0.743261, 0.988946, -3.461121], [1.115697, 4.317090, -3.960091], [-1.247493, 4.211252, -3.178390], [-2.242297, 1.988178, -2.649992], [1.282114, 0.052087, -3.553612], [-0.482946, 3.470510, 1.028896], [-1.437029, 2.354157, 2.241196], [-0.984325, 2.918871, 3.981449], [-3.275484, 2.599069, 1.900783], [-0.915594, 0.741993, 1.822777], [-1.538885, -0.397036, 2.329640], [-1.361236, -1.651348, 1.718999], [-1.985894, -2.796545, 2.186200], [-2.838745, -2.729191, 3.276112], [-3.027394, -1.504081, 3.898984], [-2.385827, -0.363497, 3.448727], [-1.093087, 4.322043, 0.725017], [-0.167162, 2.956638, 0.112947], [0.403960, 3.868733, 1.524220], [-0.975148, 4.009347, 4.037591], [0.004981, 2.558565, 4.271212], [-1.695889, 2.564508, 4.728721], [-3.600418, 3.577333, 2.261215], [-3.885221, 1.849243, 2.407146], [-3.487756, 2.549665, 0.831980], [-0.703449, -1.720253, 0.853421], [-1.809566, -3.747183, 1.700857], [-3.332376, -3.617218, 3.645143], [-3.676702, -1.437470, 4.762617], [-2.520540, 0.568817, 3.982554]], "atomic_forces_ev_per_a": [[-0.6, 0.2, 0.1], [0.0, 0.1, 0.0], [0.0, -0.2, 0.1], [0.0, 0.2, -0.2], [0.1, 0.0, 0.1], [-0.1, -0.1, -0.1], [0.1, 0.3, 0.2], [0.0, -0.3, 0.2], [0.0, 0.0, 0.1], [0.1, 0.3, -0.1], [0.0, 0.0, 0.0], [-0.1, -0.1, 0.0], [0.0, 0.1, 0.1], [0.0, -0.1, 0.0], [0.1, 0.0, 0.1], [-0.1, 0.0, -0.1], [0.1, -0.1, 0.3], [0.0, 0.0, 0.0], [0.0, 0.0, 0.0], [-0.1, 0.0, 0.0], [-0.1, 0.0, 0.0], [0.0, 0.0, 0.0], [0.0, 0.0, 0.0], [0.0, -0.1, 0.0], [0.0, 0.1, -0.1], [0.0, 0.0, 0.0], [0.0, 0.0, 0.0], [0.0, 0.0, 0.0], [0.0, 0.0, 0.0], [-0.3, -0.1, 0.1], [0.0, 0.2, -0.2], [0.0, -0.1, 0.0], [0.1, 0.1, 0.1], [-0.1, 0.0, 0.0], [0.0, 0.1, -0.1], [0.2, 0.0, 0.1], [-0.4, -0.4, 0.0], [-0.1, 0.1, 0.2], [0.0, 0.0, 0.2], [0.0, 0.0, -0.1], [0.0, 0.0, 0.0], [0.0, 0.0, 0.0], [-0.1, 0.0, 0.1], [0.3, -0.1, -0.2], [0.1, 0.1, 0.0], [0.0, 0.0, 0.0], [0.0, 0.0, 0.0], [-0.1, 0.0, 0.0], [0.1, 0.1, -0.1], [0.0, 0.0, 0.0], [0.0, 0.0, 0.0], [0.0, 0.0, 0.0], [0.0, -0.1, 0.0], [0.0, 0.0, -0.1], [0.0, 0.0, 0.0], [0.0, 0.0, 0.0], [0.0, 0.0, 0.0], [0.1, 0.0, 0.0], [0.0, 0.0, 0.0], [0.0, 0.0, 0.0], [0.0, 0.0, 0.0], [0.0, 0.0, 0.0], [-0.1, 0.0, 0.0], [0.0, 0.1, 0.0], [0.2, 0.0, -0.1], [-0.2, -0.1, 0.1], [0.0, -0.1, 0.0], [0.1, 0.1, 0.0], [-0.1, 0.0, 0.0], [0.2, -0.1, -0.1], [0.1, 0.2, 0.0], [0.1, 0.0, 0.1], [0.0, 0.0, 0.0], [0.0, 0.0, 0.0], [0.0, 0.0, 0.0], [0.0, -0.2, 0.4], [0.0, 0.4, -0.3], [-0.2, -0.2, -0.2], [0.3, -0.1, 0.2], [0.4, 0.1, -0.1], [0.0, -0.3, 0.0], [0.1, 0.2, 0.0], [0.0, 0.0, 0.1], [0.0, -0.1, 0.0], [-0.1, 0.0, 0.1], [0.1, 0.1, -0.1], [0.0, 0.0, 0.0], [-0.1, 0.1, -0.1], [0.0, 0.1, -0.1], [0.0, 0.0, 0.0], [0.0, 0.0, 0.0], [0.0, 0.0, 0.0], [0.0, 0.0, 0.0], [0.0, 0.0, 0.0], [0.0, 0.0, -0.1], [-0.1, -0.1, -0.1], [0.0, 0.0, -0.1], [0.0, 0.0, 0.0], [0.0, 0.0, 0.0], [0.0, 0.0, 0.0]]}

3.
{"formula": "C30H44InN6O6S2", "method": "the ωB97M-V functional and the def2-TZVPD basis", "homo_ev": -15.29, "homo_lumo_gap_ha": 0.261, "total_charge": 3, "species": ["In", "C", "C", "O", "C", "C", "O", "C", "C", "O", "C", "C", "O", "H", "H", "H", "H", "H", "H", "H", "H", "H", "H", "H", "H", "H", "H", "H", "H", "C", "C", "C", "C", "C", "C", "C", "S", "O", "O", "N", "C", "C", "C", "C", "C", "N", "H", "H", "H", "H", "H", "H", "H", "H", "H", "H", "H", "N", "C", "S", "C", "C", "C", "N", "C", "C", "H", "H", "H", "H", "H", "H", "N", "C", "C", "N", "C", "C", "H", "H", "H", "H", "H", "H", "H", "H", "H", "H", "H"], "xyz": [[0.031820, -0.758303, 0.033276], [-0.388126, -3.097191, 2.258770], [-0.829590, -1.891044, 3.035026], [-0.065286, -0.805220, 2.489773], [-0.214706, 0.405609, 3.243957], [-1.572523, 1.026582, 2.996709], [-1.802631, 0.998711, 1.585751], [-3.151400, 0.745238, 1.220317], [-3.106629, 0.081909, -0.129278], [-2.220974, -1.051993, -0.090149], [-2.767878, -2.345688, 0.244989], [-1.603210, -3.308539, 0.117941], [-0.487967, -2.774698, 0.847259], [-0.974078, -3.989746, 2.469436], [0.666071, -3.295039, 2.432500], [-0.603940, -2.006749, 4.096611], [-1.897066, -1.685854, 2.919799], [0.585391, 1.056940, 2.918396], [-0.061822, 0.197815, 4.304166], [-1.599173, 2.049436, 3.379143], [-2.357180, 0.462660, 3.506944], [-3.738380, 1.667277, 1.186563], [-3.621156, 0.075101, 1.948618], [-2.679365, 0.756149, -0.875155], [-4.092906, -0.235523, -0.470447], [-3.567776, -2.599941, -0.453421], [-3.176414, -2.330111, 1.255986], [-1.262327, -3.390846, -0.915886], [-1.851437, -4.305632, 0.476750], [8.358699, -3.076299, -1.667859], [6.922779, -2.903725, -1.271181], [5.919026, -2.825077, -2.242318], [4.589604, -2.711948, -1.886370], [4.257969, -2.670121, -0.535202], [5.231641, -2.741548, 0.453049], [6.558879, -2.857561, 0.074150], [2.584697, -2.516450, -0.069998], [1.728526, -3.317171, -0.904228], [2.483508, -2.622101, 1.360224], [2.105714, -0.981634, -0.510605], [2.522710, 0.163068, 0.152343], [3.844206, 0.586995, 0.316051], [4.062750, 1.821022, 0.889143], [2.977535, 2.630169, 1.243193], [1.708389, 2.154126, 1.025011], [1.480286, 0.932759, 0.509860], [8.550283, -2.674002, -2.661043], [8.613218, -4.138070, -1.687731], [9.028926, -2.593141, -0.958887], [6.190682, -2.871536, -3.289279], [3.812864, -2.682757, -2.640278], [4.948007, -2.721683, 1.496361], [7.325317, -2.926431, 0.835712], [4.657482, -0.050960, -0.000686], [5.074126, 2.172238, 1.049156], [3.120977, 3.605219, 1.686784], [0.843104, 2.753704, 1.282219], [-1.762968, 0.767365, -6.967284], [-1.120161, 1.361362, -5.975005], [-0.691817, 2.962134, -5.964706], [-0.844989, 0.539734, -4.756840], [-1.808733, -0.273245, -4.167707], [-1.577622, -0.775081, -2.898397], [-0.445927, -0.540926, -2.219973], [0.543468, 0.100042, -2.867491], [0.381771, 0.652923, -4.115515], [-1.979927, 1.293233, -7.803177], [-1.862319, -0.235806, -7.009901], [-2.771890, -0.443851, -4.630294], [-2.347207, -1.341615, -2.397200], [1.480349, 0.186961, -2.337927], [1.187497, 1.207139, -4.574703], [-0.398552, 5.062021, -3.291100], [-1.628062, 4.699986, -2.506780], [-1.501420, 3.255028, -2.040794], [-0.278882, 2.947619, -1.304859], [0.900858, 3.409080, -2.029078], [0.844755, 4.867213, -2.463724], [-0.460248, 6.028611, -3.615578], [-0.350116, 4.466794, -4.137534], [-2.494768, 4.839270, -3.150318], [-1.683473, 5.400624, -1.673737], [-1.535880, 2.607368, -2.923825], [-2.373525, 3.020558, -1.429693], [-0.301266, 3.336863, -0.369884], [1.003809, 2.805655, -2.930987], [1.797844, 3.252409, -1.428289], [1.703869, 5.140048, -3.073870], [0.770058, 5.554293, -1.620785]], "atomic_forces_ev_per_a": [[-0.2, 0.0, 0.4], [0.1, 0.0, -0.1], [0.1, 0.0, 0.0], [-0.1, 0.1, 0.1], [0.1, 0.0, -0.1], [0.0, 0.0, 0.0], [0.0, 0.1, 0.0], [0.0, -0.1, 0.1], [0.0, 0.0, -0.1], [0.0, -0.1, 0.0], [0.0, 0.0, 0.0], [0.0, 0.1, 0.1], [-0.2, -0.3, -0.3], [-0.1, 0.0, 0.0], [0.0, 0.0, 0.0], [0.0, 0.0, 0.0], [0.0, 0.0, 0.0], [0.1, 0.1, 0.0], [-0.1, 0.0, 0.0], [0.0, 0.0, 0.0], [0.0, 0.0, 0.0], [0.0, 0.0, 0.0], [0.0, 0.0, 0.0], [0.0, 0.0, 0.0], [0.0, 0.0, 0.1], [0.0, 0.0, 0.0], [0.0, 0.0, 0.0], [0.0, 0.0, 0.0], [0.0, 0.0, 0.0], [0.0, 0.0, 0.0], [0.0, 0.0, 0.0], [0.0, 0.0, 0.0], [-0.1, 0.0, 0.0], [-0.1, 0.0, 0.0], [0.0, 0.0, 0.0], [0.0, 0.0, 0.0], [0.3, 0.0, -0.6], [0.0, 0.0, 0.1], [0.0, 0.0, 0.2], [-0.3, -0.1, 0.7], [0.3, -0.1, -0.4], [0.0, 0.1, 0.2], [0.0, -0.1, 0.0], [-0.1, 0.0, 0.0], [0.0, 0.1, 0.1], [0.0, 0.0, 0.0], [0.0, 0.0, 0.0], [0.0, 0.0, 0.0], [0.0, 0.0, 0.0], [0.0, 0.0, 0.0], [0.0, 0.0, 0.0], [0.0, 0.0, 0.0], [0.0, 0.0, 0.0], [0.0, 0.0, 0.0], [0.0, 0.0, 0.0], [0.0, 0.0, 0.0], [0.0, -0.1, 0.1], [0.2, 0.0, -0.1], [-0.1, 0.0, 0.2], [-0.1, 0.0, -0.2], [0.1, -0.1, 0.0], [-0.1, 0.1, 0.0], [0.0, 0.1, 0.0], [0.2, 0.1, -0.2], [-0.1, 0.0, 0.1], [0.0, 0.0, -0.1], [0.0, 0.0, 0.0], [0.0, 0.0, 0.0], [0.0, 0.0, 0.0], [0.0, 0.0, 0.0], [0.0, 0.0, 0.0], [0.0, 0.0, 0.0], [0.1, 0.1, 0.0], [0.1, 0.0, 0.0], [-0.1, -0.1, 0.0], [-0.1, 0.1, -0.2], [0.1, 0.1, 0.0], [-0.1, 0.0, -0.1], [0.0, 0.0, 0.0], [0.0, -0.1, 0.1], [0.0, 0.0, 0.0], [0.0, 0.0, 0.0], [0.0, 0.0, 0.0], [0.0, 0.0, 0.0], [-0.1, 0.1, 0.0], [0.0, -0.1, 0.0], [0.0, 0.0, 0.0], [0.0, 0.0, 0.0], [0.0, 0.0, 0.0]]}